{
  "formula": "C39H61HfN7P2S",
  "method": "wB97M-V/def2-TZVPD",
  "symbols": ["Hf", "C", "C", "N", "C", "C", "S", "C", "C", "N", "H", "H", "H", "H", "H", "H", "H", "H", "H", "H", "H", "H", "H", "H", "C", "C", "C", "C", "C", "C", "P", "C", "C", "C", "C", "C", "C", "C", "C", "C", "C", "C", "C", "H", "H", "H", "H", "H", "H", "H", "H", "H", "H", "H", "H", "H", "H", "N", "P", "N", "C", "C", "C", "C", "C", "N", "C", "C", "C", "C", "C", "N", "C", "C", "C", "C", "C", "H", "H", "H", "H", "H", "H", "H", "H", "H", "H", "H", "H", "H", "H", "H", "H", "H", "H", "H", "H", "H", "H", "H", "H", "H", "H", "H", "H", "H", "H", "N", "H", "H", "H"],
  "coordinates": [[0.408, 0.338, 0.156], [0.694, -1.551, -2.428], [0.164, -2.710, -1.567], [-0.145, -2.249, -0.196], [-1.431, -2.758, 0.313], [-2.648, -1.954, -0.134], [-2.396, -0.139, -0.013], [-2.459, 0.324, -1.781], [-1.495, -0.443, -2.679], [-0.113, -0.348, -2.187], [0.685, -1.854, -3.483], [1.727, -1.326, -2.137], [0.908, -3.510, -1.567], [-0.740, -3.122, -2.021], [0.567, -2.640, 0.426], [-1.389, -2.724, 1.402], [-1.583, -3.807, 0.030], [-3.485, -2.194, 0.520], [-2.944, -2.174, -1.156], [-2.214, 1.388, -1.778], [-3.486, 0.191, -2.124], [-1.590, -0.035, -3.694], [-1.795, -1.490, -2.734], [0.326, 0.463, -2.634], [0.933, 0.465, 7.249], [1.302, -0.801, 6.822], [1.092, -1.182, 5.512], [0.522, -0.291, 4.604], [0.096, 0.955, 5.054], [0.310, 1.334, 6.368], [0.355, -0.780, 2.840], [-0.023, -2.554, 3.158], [0.777, -3.622, 2.764], [0.378, -4.923, 3.032], [-0.820, -5.168, 3.684], [-1.622, -4.106, 4.081], [-1.230, -2.807, 3.815], [2.106, -0.892, 2.246], [3.158, -1.360, 3.022], [4.398, -1.581, 2.447], [4.573, -1.345, 1.096], [3.534, -0.828, 0.332], [2.271, -0.571, 0.875], [1.109, 0.760, 8.270], [1.749, -1.504, 7.507], [1.343, -2.184, 5.201], [-0.446, 1.620, 4.395], [-0.015, 2.305, 6.708], [1.729, -3.440, 2.284], [1.012, -5.746, 2.740], [-1.121, -6.181, 3.896], [-2.546, -4.293, 4.608], [-1.838, -1.968, 4.131], [3.018, -1.558, 4.072], [5.212, -1.947, 3.051], [5.522, -1.557, 0.631], [3.731, -0.628, -0.716], [0.311, 2.111, -0.768], [0.770, 3.244, -1.749], [2.133, 2.835, -2.673], [2.872, 3.919, -3.323], [3.888, 3.344, -4.303], [4.948, 2.518, -3.558], [4.391, 1.978, -2.236], [2.911, 1.642, -2.398], [-0.368, 3.676, -2.927], [-0.465, 2.904, -4.149], [-1.192, 3.717, -5.217], [-2.586, 4.082, -4.719], [-2.466, 4.865, -3.416], [-1.669, 4.055, -2.398], [1.031, 4.746, -1.048], [0.852, 6.042, -1.698], [0.587, 7.094, -0.626], [1.838, 7.284, 0.246], [2.720, 6.033, 0.200], [1.836, 4.792, 0.166], [3.403, 4.540, -2.590], [2.144, 4.546, -3.840], [4.363, 4.154, -4.856], [3.363, 2.728, -5.036], [5.831, 3.122, -3.348], [5.262, 1.688, -4.189], [4.498, 2.722, -1.445], [4.948, 1.092, -1.928], [2.506, 1.176, -1.476], [2.806, 0.929, -3.230], [-1.034, 1.973, -3.987], [0.547, 2.645, -4.467], [-1.255, 3.137, -6.137], [-0.629, 4.626, -5.424], [-3.166, 3.171, -4.548], [-3.110, 4.675, -5.466], [-3.455, 5.075, -3.011], [-1.974, 5.818, -3.612], [-2.260, 3.161, -2.148], [-1.514, 4.610, -1.469], [0.020, 5.976, -2.394], [1.740, 6.339, -2.268], [-0.256, 6.766, -0.017], [0.305, 8.034, -1.097], [1.538, 7.486, 1.274], [2.416, 8.139, -0.103], [3.368, 5.989, 1.076], [3.362, 6.051, -0.682], [1.179, 4.830, 1.049], [2.442, 3.877, 0.215], [0.863, 2.120, 1.965], [1.872, 2.260, 1.884], [0.644, 2.250, 2.953], [0.424, 2.894, 1.458]],
  "gap_ev": 7.99,
  "charge": 2,
  "de_lowest_kcal_mol": 16.3,
  "e_homo_ev": -13.131
}